No. 1
120
Properties=species:S:1:pos:R:3:forces:R:3:mulliken_charge:R:1 method="wB97M-V/def2-TZVPD" e_homo_ev="-1.8374 / -1.8458" e_above_lowest_ev=0.9588 total_charge=-2
Te 1.090 -0.107 -2.426 -0.18 0.12 -0.24 0.084
Cd -1.304 -1.853 -0.343 -0.11 -0.47 -0.04 4.195
O -1.418 -2.218 1.910 -0.07 0.09 -0.20 -2.132
O -3.628 -4.115 -2.919 0.02 -0.02 0.02 -0.718
O 2.634 -4.273 -1.473 -0.08 0.04 0.10 -0.530
O -2.259 -8.768 -3.356 0.01 -0.02 0.00 -0.666
O -1.974 -0.042 -1.916 0.25 0.44 0.24 -1.240
O -2.869 -3.248 -1.007 0.12 0.31 0.07 -0.824
O -0.200 -9.327 -3.083 0.00 -0.02 0.01 -0.679
O 2.753 -6.337 -0.908 -0.05 0.05 0.17 -0.664
O 0.060 -3.368 -1.285 -0.01 -0.09 0.16 -0.465
N -1.368 0.177 0.655 -0.07 0.58 -0.18 -1.267
N 2.125 -5.369 -1.333 0.14 -0.09 -0.33 0.917
N 2.953 -2.837 1.309 0.04 0.05 0.05 0.045
N -1.109 -8.505 -3.032 0.00 0.03 -0.03 1.030
N 1.426 -1.258 1.169 -0.04 0.21 0.08 0.578
C -1.420 2.246 -2.368 -0.06 0.26 -0.01 0.368
C -0.244 3.440 -0.556 0.03 -0.14 0.31 -0.534
C -3.481 2.326 5.769 -0.01 0.00 0.00 -1.780
C -3.062 -3.376 4.101 0.01 0.00 0.00 -1.656
C -1.888 1.222 4.173 0.04 0.06 -0.09 -1.306
C 3.288 0.178 -4.593 -0.02 0.03 0.02 1.017
C -1.771 -1.228 4.036 -0.02 0.00 0.03 -0.356
C 0.749 -5.586 -1.751 0.01 -0.03 0.09 -0.353
C 2.047 4.279 -0.028 0.03 -0.03 0.01 -1.873
C 3.005 0.364 -3.226 0.05 0.04 0.22 -0.369
C 1.703 -1.501 2.492 0.06 -0.12 0.00 -0.472
C 2.288 -0.393 -5.563 -0.03 -0.02 -0.04 -1.876
C -0.812 -7.172 -2.574 0.05 -0.07 -0.01 -0.637
C -1.914 -0.060 4.751 0.01 -0.10 -0.03 0.028
C 0.568 4.670 -0.132 0.00 0.00 0.00 2.452
C -1.634 1.160 -4.668 0.07 -0.03 -0.01 -1.692
C 3.849 1.035 -0.912 0.01 0.02 0.08 -1.326
C -2.126 2.446 5.056 0.00 0.02 -0.01 2.199
C -2.132 3.744 4.250 -0.01 0.01 0.01 -2.070
C -2.152 2.240 -3.710 -0.02 0.01 0.00 2.336
C -1.548 -1.159 2.615 0.07 -0.14 0.05 0.988
C 0.083 5.171 1.235 0.01 -0.01 -0.01 -1.867
C -1.565 -4.926 -2.101 -0.05 -0.02 -0.04 0.375
C 0.466 -6.876 -2.156 -0.09 0.13 0.00 -0.312
C 2.194 -2.071 0.492 -0.09 -0.07 -0.12 -1.111
C -3.645 1.990 -3.434 0.00 0.00 0.00 -1.766
C -0.236 -4.528 -1.683 -0.01 0.01 0.04 0.093
C 2.649 -2.477 2.603 -0.01 -0.05 0.07 -0.899
C 6.856 1.483 -4.874 0.02 0.01 -0.01 -1.505
C 4.532 0.540 -5.098 0.04 -0.03 0.00 -0.703
C -1.814 -6.192 -2.553 0.03 0.08 0.01 -0.239
C -2.027 3.586 -4.428 -0.01 0.01 0.00 -2.376
C -1.456 1.029 -1.536 -0.13 -0.61 -0.30 0.973
C -1.666 1.297 2.815 0.02 0.05 0.08 0.069
C -1.879 -2.601 4.703 -0.03 0.00 0.03 2.303
C -1.016 2.545 6.112 0.00 0.00 0.00 -1.740
C -0.339 2.375 0.277 0.07 0.26 -0.06 -0.172
C 4.016 0.887 -2.400 0.04 -0.04 -0.06 0.922
C -0.874 3.376 -1.845 -0.15 -0.23 -0.26 -0.175
C 0.453 5.827 -1.127 -0.02 0.00 -0.01 -2.447
C -1.463 0.149 2.035 0.12 0.05 -0.06 -0.125
C -2.782 -3.996 -2.036 -0.02 -0.12 -0.05 -0.179
C 5.525 1.082 -4.296 0.01 0.00 0.01 0.793
C -0.583 -3.397 4.499 0.03 -0.01 0.00 -1.675
C -1.038 1.179 -0.111 0.02 -0.45 0.33 -0.499
C 5.247 1.242 -2.948 -0.01 0.05 -0.01 -0.910
C -2.118 -2.496 6.213 0.00 0.00 -0.02 -2.390
H 3.562 -3.575 1.000 -0.03 -0.01 -0.03 0.256
H 0.829 5.550 -2.113 0.02 0.00 0.00 0.455
H 2.641 5.125 0.331 0.00 0.01 -0.01 0.500
H 0.257 -2.881 4.973 0.00 0.00 0.00 0.300
H 2.199 -2.175 -0.577 0.01 0.02 -0.07 0.616
H -2.162 -3.503 6.635 0.00 0.00 -0.01 0.469
H 1.240 -7.627 -2.155 -0.01 0.00 0.00 0.582
H -3.513 1.452 6.421 0.00 -0.02 0.01 0.335
H 1.514 -0.969 -5.062 0.02 -0.02 0.03 0.295
H -2.472 4.402 -3.854 -0.01 0.01 0.01 0.335
H -0.982 5.407 1.209 -0.01 0.01 0.00 0.365
H -1.705 0.169 -4.230 0.00 -0.01 0.00 0.236
H -2.911 3.737 3.485 -0.02 0.00 -0.01 0.396
H 3.098 -2.956 3.455 0.01 0.01 0.02 0.445
H -0.588 1.334 -4.921 0.00 0.00 0.01 0.327
H -0.970 1.641 6.720 0.00 -0.01 0.02 0.294
H 4.460 1.859 -0.538 0.05 0.00 0.02 0.477
H -2.086 -0.127 5.818 0.01 -0.01 0.01 0.413
H -1.175 3.912 3.755 0.03 -0.01 -0.01 0.257
H -2.319 4.591 4.916 0.00 0.00 0.01 0.495
H -2.229 1.190 -5.586 -0.01 0.00 0.00 0.533
H 6.013 1.648 -2.293 0.01 0.01 0.01 0.252
H 7.296 0.675 -5.462 0.00 -0.01 -0.01 0.342
H -3.132 -4.367 4.559 0.00 0.00 0.01 0.447
H -1.311 -1.957 6.716 0.02 0.00 0.00 0.382
H 7.561 1.746 -4.085 0.01 0.00 0.01 0.323
H 0.240 4.421 2.010 0.01 -0.01 0.01 0.293
H 1.046 6.672 -0.768 0.00 -0.01 0.01 0.444
H 1.176 -0.989 3.281 0.02 0.03 0.03 0.485
H -2.940 -3.493 3.027 0.00 -0.01 -0.02 0.271
H -2.811 -6.425 -2.898 -0.01 0.00 0.00 0.570
H -0.359 -3.518 3.442 0.00 0.00 0.01 0.182
H -3.672 3.212 6.381 0.00 0.01 0.01 0.454
H 1.786 0.406 -6.116 -0.03 0.02 0.01 0.240
H 4.728 0.384 -6.155 0.01 0.00 -0.03 0.365
H 0.139 2.376 1.247 0.03 -0.03 0.00 0.988
H -0.851 4.262 -2.460 -0.03 -0.01 0.02 0.556
H -1.703 2.250 2.309 -0.01 0.03 0.01 1.011
H -0.581 6.164 -1.237 -0.02 0.01 0.00 0.429
H 6.760 2.349 -5.535 0.00 0.01 -0.01 0.300
H -4.288 2.227 5.041 -0.01 0.01 -0.01 0.365
H -3.797 1.027 -2.950 0.00 -0.01 -0.01 0.349
H -2.555 3.525 -5.382 0.00 0.00 0.00 0.485
H 2.186 3.444 0.659 0.00 0.00 0.02 0.262
H -3.063 -1.997 6.445 -0.01 0.02 -0.01 0.379
H 0.633 6.071 1.525 0.00 0.00 0.00 0.499
H -3.998 -2.845 4.292 -0.02 0.01 0.00 0.339
H -0.044 2.672 5.631 0.01 0.00 -0.01 0.341
H -1.188 3.396 6.778 -0.01 0.01 0.00 0.475
H -0.985 3.836 -4.638 0.02 -0.01 0.00 0.406
H -4.198 1.994 -4.378 0.00 0.00 -0.01 0.469
H 4.170 0.122 -0.402 -0.04 -0.02 0.00 0.277
H 2.434 3.970 -0.999 0.01 -0.04 -0.03 0.412
H 2.812 1.200 -0.625 -0.02 0.01 -0.02 -0.275
H -4.052 2.777 -2.794 -0.01 0.01 0.02 0.329
H 2.791 -1.035 -6.289 0.02 0.02 -0.05 0.447
H -0.679 -4.384 4.962 0.00 -0.01 -0.01 0.532



No. 2
42
Properties=species:S:1:pos:R:3:forces:R:3:mulliken_charge:R:1 method="wB97M-V/def2-TZVPD" e_homo_ev=-7.2251 e_above_lowest_ev=0.0593 total_charge=0
Ag 0.950 -0.375 0.484 -0.16 0.15 -0.06 0.436
S -2.650 0.683 -2.174 0.00 -0.02 0.03 -0.064
S 0.692 -0.018 -2.340 0.08 0.03 -0.15 0.127
S -0.327 1.918 0.274 0.19 -0.04 0.04 -0.023
F 3.784 0.132 1.288 0.07 0.10 0.01 -0.315
F 3.177 -1.967 1.607 0.02 -0.10 0.02 -0.303
O -0.560 -2.463 0.814 -0.04 -0.06 -0.02 -0.200
O 0.030 -0.576 2.987 -0.12 -0.10 -0.02 -0.224
C -2.765 2.243 -1.260 -0.04 0.12 -0.04 -0.886
C 3.020 -0.886 0.706 0.05 -0.07 -0.09 -0.177
C 1.081 0.043 3.707 0.11 0.04 0.03 -0.817
C 0.045 -1.985 3.129 -0.02 -0.07 0.00 -0.375
C 0.453 2.622 -1.204 -0.03 0.07 -0.05 -0.687
C 1.313 1.649 -2.028 0.05 0.01 0.06 -1.030
C -2.095 2.301 0.107 -0.07 -0.10 0.03 -0.594
C -0.970 -2.567 2.167 0.07 0.07 0.06 -0.670
C -1.587 1.143 -3.574 0.00 0.06 -0.02 -0.609
C -0.387 0.226 -3.769 -0.08 -0.03 0.02 -0.804
C 0.297 -3.525 0.412 -0.03 0.05 -0.05 -0.818
H 3.604 -1.193 -0.173 -0.06 0.02 0.11 0.304
H -2.270 3.295 0.527 0.03 -0.02 -0.02 0.390
H 0.497 -3.386 -0.649 0.00 0.01 0.01 0.194
H -2.413 3.046 -1.909 0.00 -0.04 0.02 0.418
H 1.247 -3.508 0.950 0.01 0.00 0.03 0.333
H -1.903 -2.007 2.253 0.01 0.00 0.00 0.272
H -3.827 2.445 -1.099 0.03 -0.02 0.01 0.441
H -0.323 3.071 -1.817 -0.05 -0.01 0.01 0.213
H -1.170 -3.615 2.416 0.02 0.00 0.03 0.381
H -2.189 1.133 -4.484 0.01 -0.02 0.02 0.442
H 2.258 1.490 -1.505 -0.05 -0.05 -0.01 0.379
H -1.256 2.169 -3.429 -0.01 0.00 0.00 0.227
H 1.100 3.438 -0.875 -0.02 -0.01 -0.01 0.485
H 1.556 2.119 -2.984 0.01 0.00 0.00 0.559
H 0.980 -0.149 4.780 0.00 0.00 0.01 0.342
H -0.200 -4.489 0.563 0.00 0.00 0.00 0.336
H 0.201 0.581 -4.618 0.02 0.01 0.01 0.398
H 1.008 1.112 3.523 0.01 0.01 0.00 0.207
H -0.728 -0.781 -4.018 0.02 -0.03 0.01 0.374
H -0.213 -2.267 4.160 -0.01 0.03 -0.04 0.447
H 2.056 -0.316 3.359 -0.04 0.02 0.04 0.308
H -2.569 1.584 0.781 0.03 0.00 -0.01 0.368
H 1.051 -2.368 2.913 -0.04 0.00 0.00 0.214



No. 3
62
Properties=species:S:1:pos:R:3:forces:R:3:mulliken_charge:R:1 method="wB97M-V/def2-TZVPD" e_homo_ev=-10.0252 e_above_lowest_ev=0.4805 total_charge=0
Br 0.438 -2.823 -0.039 -0.71 -0.78 -1.15 -0.078
Br -2.788 -6.864 -3.949 -0.87 -0.15 -0.01 -0.063
Br -0.563 -5.408 -1.972 0.10 1.46 0.77 -0.034
Br -0.121 -2.527 -3.257 -0.59 -0.56 1.29 -0.001
Br -3.616 -4.052 -5.104 -0.62 -0.73 1.21 -0.048
Br -5.756 -5.720 -3.053 1.33 0.32 -0.55 -0.056
P -3.881 -1.050 -0.787 -0.54 1.05 0.99 0.767
P 5.237 2.049 0.141 -0.23 -0.30 1.21 0.762
O -3.143 -1.425 0.600 -0.38 -0.96 -2.49 -0.106
O 3.694 1.779 -0.218 1.14 0.93 0.35 -0.176
O -3.162 0.368 -1.170 -1.58 -1.00 0.42 -0.397
O -3.868 -2.137 -1.779 0.50 0.40 0.53 -0.488
O 5.244 1.312 1.649 0.14 0.82 -1.72 -0.278
O -5.365 -0.611 -0.276 1.61 0.45 -1.01 -0.390
O 5.262 3.672 0.500 0.31 -2.42 -0.48 -0.371
O 6.268 1.549 -0.804 -1.21 1.02 1.27 -0.750
C 3.072 0.473 -0.219 0.24 0.40 -1.19 -0.267
C 7.245 2.061 2.811 0.04 1.65 0.63 -1.000
C 1.599 0.726 -0.194 -0.98 0.75 0.92 -0.488
C 6.508 0.933 2.192 0.63 -1.14 -0.24 -0.360
C -6.354 -1.655 -0.073 -0.55 0.91 0.26 0.031
C -1.846 0.372 -1.699 1.48 -0.72 -2.18 0.736
C -3.873 -5.310 -3.541 0.14 0.42 -0.71 0.310
C -0.705 -3.458 -1.597 1.47 -0.39 0.15 -0.045
C -1.806 -0.625 2.397 -0.79 0.47 -0.32 -0.961
C 4.622 5.497 2.067 -0.14 -0.36 -0.14 -1.352
C -3.237 -0.614 1.709 1.99 0.48 3.37 -0.278
C -7.696 -0.967 0.210 0.33 0.54 -0.22 -1.358
C -1.851 0.380 -3.260 -1.11 0.26 0.32 -1.371
C 4.371 4.050 1.567 -0.17 1.90 0.10 0.025
H -0.944 0.668 -3.791 0.34 0.10 0.66 0.367
H 8.292 1.881 3.056 -0.09 -0.41 -0.11 0.366
H -1.709 -3.268 -1.219 0.04 0.25 -0.76 0.124
H 3.885 5.712 2.841 -0.11 -0.27 0.17 0.393
H 3.516 -0.124 0.578 -0.33 -0.11 -0.09 0.409
H -7.639 -0.346 1.104 0.09 -0.19 0.17 0.322
H -6.030 -2.163 0.836 -0.08 -0.71 -0.37 0.245
H -1.092 0.031 1.900 0.11 -0.40 -0.45 0.103
H 4.468 3.380 2.422 -0.29 -0.19 -0.33 0.311
H -2.609 1.114 -3.534 -0.08 0.03 -0.24 0.364
H 1.341 1.426 0.600 0.09 -0.07 0.38 0.315
H -1.270 1.244 -1.390 -0.54 0.07 0.56 0.351
H -3.414 -4.813 -2.687 -0.28 -0.04 -0.20 -0.215
H -3.829 -1.110 2.479 -0.67 0.01 -0.30 0.262
H -7.944 -0.267 -0.588 0.06 -0.14 -0.22 0.330
H 7.226 2.960 2.194 0.12 -0.09 -0.37 0.245
H -1.489 -1.666 2.456 0.26 0.11 -0.37 0.256
H 6.340 0.167 2.949 -0.41 -0.03 -0.05 0.297
H 7.112 0.449 1.424 -0.05 0.09 -0.23 0.368
H 3.241 0.085 -1.223 0.65 -0.62 0.26 0.195
H 1.279 1.266 -1.084 0.15 -0.31 -0.30 0.299
H -8.539 -1.650 0.311 0.26 -0.24 0.03 0.387
H 3.386 4.108 1.104 -0.27 -0.63 0.46 0.261
H -1.290 -0.522 -1.416 -0.01 -0.01 0.53 -0.422
H -2.137 -0.582 -3.687 -0.23 0.02 0.27 0.280
H 4.404 6.249 1.309 0.38 -0.15 -0.25 0.327
H -1.776 -0.268 3.427 -0.66 0.10 0.10 0.420
H -6.408 -2.234 -0.995 0.13 -0.43 0.39 0.256
H -3.617 0.397 1.565 0.04 -0.11 -0.44 0.407
H 6.751 2.383 3.727 -0.02 -0.12 0.23 0.284
H 0.976 -0.156 -0.044 0.29 -0.05 -0.23 -0.163
H 5.594 5.673 2.528 0.12 -0.14 -0.28 0.342



No. 4
21
Properties=species:S:1:pos:R:3:forces:R:3:mulliken_charge:R:1 method="wB97M-V/def2-TZVPD" e_homo_ev=-9.7900 e_above_lowest_ev=0.9881 total_charge=0 smiles="C=CCCCC.O"
O 0.930 -3.138 1.638 -0.14 0.03 0.26 -0.705
C 0.355 2.119 -0.309 0.02 -0.01 -0.05 -0.371
C -0.052 -0.317 -0.860 0.07 0.05 -0.02 -0.374
C 0.088 3.292 0.632 -0.01 0.04 0.05 -1.266
C -0.733 -1.629 -0.563 0.05 -0.22 -0.21 -0.452
C -0.270 0.804 0.165 -0.04 0.01 0.02 -0.538
C -0.231 -2.819 -0.903 -0.20 0.31 -0.09 -0.792
H 0.525 -2.433 1.110 0.24 -0.21 0.14 0.351
H -0.409 0.054 -1.833 0.03 -0.10 0.15 0.378
H 0.551 4.213 0.262 -0.07 -0.15 0.06 0.362
H -1.348 0.954 0.323 0.14 -0.04 -0.04 0.340
H -0.987 3.479 0.734 0.15 -0.05 -0.01 0.316
H 0.488 3.096 1.633 -0.06 0.01 -0.14 0.321
H 0.149 0.535 1.145 -0.05 -0.04 -0.18 0.298
H 0.220 -3.791 1.670 0.19 0.01 0.10 0.344
H 0.750 -2.914 -1.366 -0.19 0.06 0.02 0.225
H 1.024 -0.503 -0.979 -0.12 0.07 -0.04 0.288
H -1.697 -1.590 -0.054 0.06 0.05 -0.16 0.261
H -0.757 -3.751 -0.706 0.02 0.22 -0.02 0.409
H -0.036 2.356 -1.309 0.05 -0.03 0.14 0.296
H 1.439 1.984 -0.431 -0.16 0.00 0.03 0.309